# 1
This record from the Open Molecules 2025 dataset describes a molecular structure, C14H20O9S at a distorted geometry. The level of theory is ωB97M-V with the def2-TZVPD basis set.

The geometry in XYZ format:
```
44
Properties=species:S:1:pos:R:3
C 3.733 -1.649 2.609
C 3.660 -0.888 1.475
C 3.804 0.646 1.639
C 2.486 1.317 1.277
C 1.510 1.078 2.452
O 0.748 0.192 2.468
C 5.071 1.018 0.861
O 5.380 2.325 1.361
S 5.369 2.034 2.967
O 6.603 1.473 3.355
O 5.103 3.206 3.693
O 4.158 0.934 3.011
H 2.850 -2.152 3.002
H 4.691 -1.677 3.128
H 3.479 -1.303 0.484
H 2.563 2.403 1.168
H 2.022 0.828 0.417
H 1.539 1.807 3.287
H 5.781 0.234 1.166
H 5.049 0.893 -0.220
O -0.791 1.038 -2.962
C -1.241 0.950 -1.856
O -0.807 0.042 -0.948
C -1.619 0.115 0.244
C -2.232 1.504 0.221
C -2.377 1.768 -1.273
H -2.376 -0.672 0.198
H -0.996 -0.044 1.119
H -3.167 1.568 0.775
H -1.535 2.226 0.654
H -3.323 1.387 -1.661
H -2.263 2.822 -1.511
O -5.276 -0.250 -1.104
C -4.821 -1.152 -1.746
O -4.184 -2.217 -1.206
C -3.664 -3.058 -2.252
C -4.499 -2.729 -3.479
C -4.824 -1.256 -3.258
H -2.606 -2.823 -2.393
H -3.755 -4.101 -1.956
H -3.984 -2.933 -4.416
H -5.420 -3.314 -3.468
H -4.047 -0.602 -3.659
H -5.796 -0.988 -3.663
```

Values from the calculation:
- Charge: 0
- E_LUMO: -0.46 eV
- HOMO energy: -0.3180 Eh
- Gap between HOMO and LUMO: 8.190 eV

=====

# 2
This record from the Open Molecules 2025 dataset describes a molecular structure, C14H21AsN4O8PdS5. The level of theory is ωB97M-V with the def2-TZVPD basis set.

The geometry in XYZ format:
```
54
Properties=species:S:1:pos:R:3
Pd -0.194 1.094 -1.792
S 2.078 4.769 -2.414
As 0.231 3.933 -3.030
S 1.123 2.016 -3.634
S -1.331 3.354 -1.714
S -0.023 5.348 -4.571
C -4.100 -0.306 -4.030
S -3.057 0.965 -3.332
C -2.988 2.036 -4.761
O -1.698 0.289 -3.265
H -3.632 -0.696 -4.933
H -5.081 0.117 -4.243
H -4.190 -1.091 -3.282
H -3.995 2.390 -4.985
H -2.566 1.477 -5.595
H -2.354 2.879 -4.496
O 0.990 1.491 0.055
C 0.094 1.007 0.792
O -0.995 0.567 0.345
C 0.363 0.912 2.266
C -0.654 0.533 3.131
C -0.372 0.414 4.478
C 0.885 0.647 5.002
C 1.872 1.013 4.108
C 1.639 1.158 2.753
N 3.238 1.246 4.627
O 4.106 1.494 3.818
O 3.401 1.159 5.826
N -1.452 0.005 5.402
O -1.190 -0.037 6.585
O -2.531 -0.260 4.913
H -1.646 0.336 2.752
H 1.088 0.545 6.056
H 2.431 1.454 2.081
C -0.352 -2.554 0.952
N -0.111 -2.301 -0.461
C -1.314 -2.237 -1.274
C 0.986 -1.625 -0.902
O 0.949 -0.882 -1.904
N 2.153 -1.803 -0.229
C 3.266 -0.933 -0.586
C 2.523 -3.072 0.375
H -1.262 -2.031 1.249
H 0.464 -2.167 1.556
H -0.471 -3.621 1.155
H -1.911 -1.360 -1.007
H -1.899 -3.139 -1.091
H -1.052 -2.175 -2.325
H 2.903 0.078 -0.745
H 3.774 -1.281 -1.489
H 3.975 -0.932 0.242
H 1.729 -3.804 0.249
H 2.739 -2.961 1.440
H 3.419 -3.458 -0.118
```

Values from the calculation:
- Charge: 0
- 2S+1: 5
- Expectation value of S²: 6.02
- E_LUMO (spin up / spin down): -0.92 / -3.02 eV
- HOMO energy (spin up / spin down): -0.3032 / -0.3322 Eh
- Gap between HOMO and LUMO (spin up / spin down): 7.325 / 6.021 eV

=====

# 3
This record from the Open Molecules 2025 dataset describes a molecular structure, C14H21BBeBrClCsF2I2KMgNNaO11P at a distorted geometry. The level of theory is ωB97M-V with the def2-TZVPD basis set.

The geometry in XYZ format:
```
60
Properties=species:S:1:pos:R:3
C -0.168 3.655 0.797
C 0.301 2.737 -0.435
C -0.577 1.420 -0.357
I 0.077 -0.017 1.133
C -0.844 0.749 -1.794
C 0.538 0.731 -2.604
O 1.643 0.295 -1.802
C 2.141 -0.951 -2.295
Br 0.723 -2.360 -2.137
O -1.709 1.637 -2.504
C -2.761 0.972 -3.145
I -2.227 -0.909 -4.153
C -4.078 0.766 -2.304
B -3.994 -0.398 -1.182
O -4.295 -0.024 0.158
O -3.628 -1.758 -1.368
H -1.298 3.740 0.702
H 0.311 4.672 0.781
H -0.005 3.129 1.787
H 0.038 3.343 -1.360
H 1.408 2.560 -0.400
H -1.607 1.760 -0.019
H -1.251 -0.271 -1.562
H 0.515 0.083 -3.527
H 0.762 1.785 -2.960
H 2.998 -1.279 -1.651
H 2.453 -0.859 -3.376
H -3.054 1.655 -4.005
H -4.959 0.535 -3.034
H -4.326 1.796 -1.819
H -5.222 0.297 0.205
H -2.908 -1.903 -0.718
Be -1.736 -3.706 -4.957
F 1.001 3.243 3.983
C 1.955 2.563 4.645
C 2.629 1.536 4.002
C 3.618 0.839 4.687
C 3.912 1.170 6.007
C 3.224 2.200 6.642
C 2.243 2.905 5.956
H 2.378 1.290 2.974
H 4.156 0.041 4.196
H 4.681 0.623 6.542
H 3.452 2.453 7.670
H 1.703 3.715 6.430
F -6.467 -1.109 0.661
N 4.871 0.435 1.380
O 3.946 1.128 0.937
O 4.622 -0.557 2.073
O 6.039 0.727 1.116
O 1.497 -6.690 -0.215
P 0.530 -6.022 -1.189
O 0.743 -6.590 -2.598
O 0.791 -4.505 -1.197
O -0.907 -6.296 -0.742
Cs 1.823 -8.424 -2.616
K -3.594 -4.379 -2.773
Na -6.363 1.224 -2.408
Mg 0.817 -2.753 -4.861
Cl -6.564 -2.647 -1.398
```

Values from the calculation:
- Charge: +1
- E_LUMO: -7.69 eV
- HOMO energy: -0.3344 Eh
- Gap between HOMO and LUMO: 1.411 eV

=====

# 4
This record from the Open Molecules 2025 dataset describes a molecular structure, C14H21BO4S2 at a distorted geometry. The level of theory is ωB97M-V with the def2-TZVPD basis set.

The geometry in XYZ format:
```
42
Properties=species:S:1:pos:R:3
C -0.691 0.250 -6.458
C -1.187 -0.456 -5.297
C -2.171 -1.388 -5.039
C -2.154 -1.628 -3.625
C -1.142 -0.831 -3.133
B -0.423 -0.169 -1.803
O -0.733 1.237 -1.856
C -0.321 1.662 -0.570
C 0.293 0.412 0.186
C 0.811 0.729 1.585
C 1.482 -0.185 -0.694
O 0.958 -0.576 -1.937
C -0.869 -0.685 0.233
O -1.336 -1.007 -1.011
O -0.561 -0.116 -4.139
H -1.224 -0.120 -7.333
H -0.856 1.329 -6.357
H 0.386 0.087 -6.581
H -2.836 -1.843 -5.754
H -2.777 -2.279 -3.010
H 0.460 2.435 -0.707
H -1.185 2.087 -0.006
H 1.976 0.431 1.235
H 1.931 0.738 2.049
H 0.535 1.773 1.791
H 2.226 0.617 -0.848
H 1.946 -1.048 -0.177
H -0.484 -1.661 0.590
H -1.755 -0.307 0.775
C 1.423 0.634 5.053
C 1.673 -0.820 4.727
S 1.381 -1.386 3.040
C 0.097 -0.276 2.464
S -1.042 0.586 3.577
C -0.058 0.929 5.063
H 1.814 0.807 6.061
H 1.957 1.300 4.378
H 2.741 -1.039 4.871
H 1.055 -1.465 5.371
H -0.608 -1.071 2.151
H -0.536 0.314 5.852
H -0.195 2.000 5.281
```

Values from the calculation:
- Charge: 0
- E_LUMO: -0.76 eV
- HOMO energy: -0.2212 Eh
- Gap between HOMO and LUMO: 5.259 eV